Record 1
C36H34I2N5O6STeZn | ωB97M-V with the def2-TZVPD basis set

The energy above the lowest of the compared OMol25 structures with the same formula, charge and spin comes out at 0.2722 eV. Its frontier orbital gap (spin up / spin down) is 3.10 / 5.37 eV. The calculation puts the total energy at -140373.14080 eV. The value obtained for the molar mass is 1111.56 g/mol.

Structure (ORCA input):
```
! wB97M-V def2-TZVPD RIJCOSX def2/J DEFGRID3
* xyz -2 2
Zn 1.875 1.518 -1.907
I 3.160 3.381 -6.534
C 1.333 3.523 -5.487
C 0.247 4.161 -6.056
C -0.947 4.172 -5.358
I -2.586 5.165 -6.276
C -1.111 3.534 -4.111
C -2.321 3.434 -3.380
C -2.323 2.755 -2.152
C -1.166 2.197 -1.670
N 0.004 2.237 -2.351
C 0.039 2.908 -3.552
C 1.309 2.918 -4.214
O 2.358 2.378 -3.673
H 0.333 4.631 -7.025
H -3.229 3.875 -3.766
H -3.236 2.670 -1.574
H -1.141 1.698 -0.709
C 1.684 -0.389 -5.235
C 1.996 -1.010 -3.922
N 1.895 -0.414 -2.760
C 2.242 -1.318 -1.800
C 2.562 -2.514 -2.396
N 2.395 -2.290 -3.747
C 2.977 -3.812 -1.884
O 3.064 -3.935 -0.573
O 3.221 -4.739 -2.636
C 2.123 -0.934 -0.381
O 2.519 -1.719 0.503
O 1.556 0.191 -0.179
H 0.906 0.359 -5.091
H 1.349 -1.133 -5.958
H 2.559 0.130 -5.629
H 2.558 -2.997 -4.444
H 2.847 -3.058 -0.101
S 1.658 3.763 1.059
C 0.264 4.477 0.458
N -0.706 5.044 0.190
C 4.424 2.784 0.906
C 3.472 2.429 -0.216
O 3.850 1.660 -1.141
N 2.246 2.904 -0.271
Te -0.135 0.180 1.819
C -1.573 0.187 3.468
C -2.892 -0.278 3.351
C -3.385 -0.919 2.083
C -3.792 -0.114 4.402
C -3.429 0.518 5.580
C -4.414 0.703 6.705
C -2.126 0.983 5.693
C -1.205 0.826 4.664
C 0.192 1.358 4.853
C -0.415 -1.870 1.296
C -0.826 -2.231 0.006
C -1.303 -1.227 -1.012
C -0.806 -3.573 -0.361
C -0.415 -4.570 0.520
C -0.324 -6.002 0.068
C -0.057 -4.200 1.808
C -0.031 -2.866 2.202
C 0.457 -2.533 3.585
H 5.387 2.317 0.717
H 4.022 2.428 1.858
H 4.542 3.868 0.970
H -3.081 -0.312 1.229
H -4.473 -1.009 2.088
H -2.957 -1.913 1.949
H -4.811 -0.472 4.286
H -5.419 0.427 6.388
H -4.429 1.741 7.040
H -4.146 0.079 7.562
H -1.825 1.493 6.604
H 0.317 1.777 5.853
H 0.410 2.140 4.123
H 0.927 0.565 4.706
H -0.617 -0.390 -1.103
H -2.278 -0.824 -0.731
H -1.400 -1.695 -1.993
H -1.093 -3.843 -1.373
H -1.103 -6.240 -0.657
H -0.405 -6.690 0.910
H 0.645 -6.163 -0.413
H 0.244 -4.965 2.517
H 0.739 -3.439 4.124
H -0.308 -2.003 4.153
H 1.331 -1.882 3.505
*
```

Record 2
C36H34N | ωB97M-V with the def2-TZVPD basis set

Its frontier orbital gap is 5.39 eV. The calculation puts the total energy at -39365.32248 eV. The value obtained for the molar mass is 480.67 g/mol.

Structure (ORCA input):
```
! wB97M-V def2-TZVPD RIJCOSX def2/J DEFGRID3
* xyz 1 1
C 1.963 4.359 4.093
C 0.644 3.919 4.249
C 0.119 2.958 3.371
C 0.925 2.362 2.390
C 0.370 1.332 1.379
C -0.833 0.573 1.961
C -1.934 0.220 1.168
C -2.938 -0.591 1.705
C -2.859 -1.032 3.030
C -1.769 -0.665 3.824
C -0.763 0.138 3.287
C 0.001 2.141 0.138
C -0.998 3.112 0.287
C -1.237 4.057 -0.710
C -0.490 4.025 -1.896
C 0.483 3.037 -2.064
C 0.706 2.081 -1.061
C 1.441 0.283 1.052
C 2.206 -0.289 2.243
C 2.813 -1.559 1.666
C 1.748 -2.061 0.702
N 0.981 -0.879 0.274
C 2.221 2.858 2.205
C 2.752 3.827 3.067
H 2.366 5.129 4.756
H 0.013 4.320 5.050
H -0.930 2.675 3.491
H -2.028 0.589 0.144
H -3.786 -0.867 1.078
H -3.648 -1.663 3.449
H -1.687 -0.984 4.864
H 0.060 0.452 3.936
H -1.567 3.159 1.220
H -1.992 4.832 -0.553
H -0.671 4.762 -2.683
H 1.077 2.994 -2.977
H 1.410 1.271 -1.247
H 2.216 0.701 0.405
H 2.951 0.402 2.646
H 1.510 -0.538 3.047
H 3.706 -1.292 1.086
H 3.085 -2.316 2.406
H 2.214 -2.500 -0.184
H 1.117 -2.818 1.183
H -0.020 -1.002 0.258
H 2.831 2.486 1.376
H 3.783 4.161 2.924
C 0.121 -1.695 -1.852
C -0.564 -2.947 -1.603
C -0.041 -4.023 -0.837
C -0.723 -5.229 -0.735
C -1.866 -5.474 -1.502
C -2.396 -4.448 -2.304
C -1.790 -3.201 -2.312
C -0.092 -1.145 -3.185
C -0.543 0.174 -3.380
C -0.738 0.679 -4.663
C -0.535 -0.147 -5.779
C -0.134 -1.480 -5.612
C 0.083 -1.975 -4.337
H 1.045 -1.392 -1.400
H 0.950 -3.944 -0.399
H -0.341 -5.995 -0.060
H -2.362 -6.447 -1.468
H -3.280 -4.623 -2.920
H -2.211 -2.419 -2.954
H -0.778 0.765 -2.492
H -1.055 1.721 -4.787
H -0.680 0.249 -6.780
H 0.007 -2.138 -6.478
H 0.359 -3.024 -4.196
*
```

Record 3
C36H34PReSbSe2 | ωB97M-V with the def2-TZVPD basis set

The energy above the lowest of the compared OMol25 structures with the same formula, charge and spin comes out at 0.9948 eV. Its frontier orbital gap (spin up / spin down) is 5.52 / 6.09 eV. The calculation puts the total energy at -186515.71115 eV. The value obtained for the molar mass is 963.53 g/mol.

Structure (ORCA input):
```
! wB97M-V def2-TZVPD RIJCOSX def2/J DEFGRID3
* xyz 2 2
Re 0.252 -0.244 -0.293
Se 2.229 0.481 0.994
P 3.273 -1.346 0.312
Se 1.456 -2.211 -0.691
C 3.925 -2.357 1.631
C 3.505 -3.676 1.785
C 4.043 -4.444 2.806
C 4.983 -3.895 3.667
C 5.392 -2.575 3.515
C 4.867 -1.800 2.497
C 4.533 -0.981 -0.909
C 4.563 -1.652 -2.129
C 5.568 -1.364 -3.041
C 6.531 -0.413 -2.735
C 6.495 0.259 -1.518
C 5.495 -0.019 -0.602
H 2.770 -4.110 1.118
H 3.728 -5.472 2.927
H 5.400 -4.498 4.463
H 6.122 -2.150 4.191
H 5.186 -0.770 2.389
H 3.822 -2.404 -2.369
H 5.601 -1.888 -3.986
H 7.316 -0.194 -3.446
H 7.246 1.002 -1.284
H 5.462 0.524 0.335
C -3.434 -1.548 3.328
C -1.971 -1.172 3.620
C -1.235 -2.350 4.293
C -1.904 0.079 4.519
C -1.281 -0.873 2.376
C -0.667 -0.622 1.337
H -3.924 -1.817 4.265
H -3.493 -2.402 2.653
H -3.973 -0.708 2.889
H -1.752 -2.591 5.222
H -0.203 -2.086 4.528
H -1.241 -3.235 3.656
H -2.380 -0.157 5.472
H -2.435 0.917 4.068
H -0.872 0.372 4.712
C 1.305 2.551 -7.386
C 0.401 1.578 -6.980
C 0.330 1.202 -5.646
C 1.177 1.808 -4.725
C 2.091 2.779 -5.125
C 2.147 3.153 -6.460
Sb 1.144 1.372 -2.653
C -0.431 -0.174 -2.633
C -1.602 -0.045 -1.855
C -2.491 -1.127 -1.738
C -2.274 -2.284 -2.461
C -1.163 -2.388 -3.301
C -0.236 -1.367 -3.355
C -0.228 2.763 -1.834
C -1.329 3.240 -2.545
C -2.286 4.006 -1.898
C -2.160 4.289 -0.537
C -1.069 3.824 0.175
C -0.093 3.065 -0.475
H 1.353 2.842 -8.427
H -0.259 1.114 -7.702
H -0.394 0.456 -5.341
H 2.758 3.250 -4.413
H 2.850 3.913 -6.775
H -1.895 0.920 -1.450
H -3.368 -1.026 -1.112
H -2.977 -3.104 -2.391
H -1.010 -3.288 -3.883
H 0.661 -1.492 -3.952
H -1.437 3.018 -3.601
H -3.133 4.389 -2.452
H -2.913 4.889 -0.043
H -0.956 4.066 1.223
H 0.793 2.763 0.072
*
```

Repeat the second record exactly.
C36H34N | ωB97M-V with the def2-TZVPD basis set

Its frontier orbital gap is 5.39 eV. The calculation puts the total energy at -39365.32248 eV. The value obtained for the molar mass is 480.67 g/mol.

Structure (ORCA input):
```
! wB97M-V def2-TZVPD RIJCOSX def2/J DEFGRID3
* xyz 1 1
C 1.963 4.359 4.093
C 0.644 3.919 4.249
C 0.119 2.958 3.371
C 0.925 2.362 2.390
C 0.370 1.332 1.379
C -0.833 0.573 1.961
C -1.934 0.220 1.168
C -2.938 -0.591 1.705
C -2.859 -1.032 3.030
C -1.769 -0.665 3.824
C -0.763 0.138 3.287
C 0.001 2.141 0.138
C -0.998 3.112 0.287
C -1.237 4.057 -0.710
C -0.490 4.025 -1.896
C 0.483 3.037 -2.064
C 0.706 2.081 -1.061
C 1.441 0.283 1.052
C 2.206 -0.289 2.243
C 2.813 -1.559 1.666
C 1.748 -2.061 0.702
N 0.981 -0.879 0.274
C 2.221 2.858 2.205
C 2.752 3.827 3.067
H 2.366 5.129 4.756
H 0.013 4.320 5.050
H -0.930 2.675 3.491
H -2.028 0.589 0.144
H -3.786 -0.867 1.078
H -3.648 -1.663 3.449
H -1.687 -0.984 4.864
H 0.060 0.452 3.936
H -1.567 3.159 1.220
H -1.992 4.832 -0.553
H -0.671 4.762 -2.683
H 1.077 2.994 -2.977
H 1.410 1.271 -1.247
H 2.216 0.701 0.405
H 2.951 0.402 2.646
H 1.510 -0.538 3.047
H 3.706 -1.292 1.086
H 3.085 -2.316 2.406
H 2.214 -2.500 -0.184
H 1.117 -2.818 1.183
H -0.020 -1.002 0.258
H 2.831 2.486 1.376
H 3.783 4.161 2.924
C 0.121 -1.695 -1.852
C -0.564 -2.947 -1.603
C -0.041 -4.023 -0.837
C -0.723 -5.229 -0.735
C -1.866 -5.474 -1.502
C -2.396 -4.448 -2.304
C -1.790 -3.201 -2.312
C -0.092 -1.145 -3.185
C -0.543 0.174 -3.380
C -0.738 0.679 -4.663
C -0.535 -0.147 -5.779
C -0.134 -1.480 -5.612
C 0.083 -1.975 -4.337
H 1.045 -1.392 -1.400
H 0.950 -3.944 -0.399
H -0.341 -5.995 -0.060
H -2.362 -6.447 -1.468
H -3.280 -4.623 -2.920
H -2.211 -2.419 -2.954
H -0.778 0.765 -2.492
H -1.055 1.721 -4.787
H -0.680 0.249 -6.780
H 0.007 -2.138 -6.478
H 0.359 -3.024 -4.196
*
```

Which value of molar mass does entry 3 give? 963.53 g/mol

molar mass of number 3 (C36H34PReSbSe2)? 963.53 g/mol